1.
85
Properties=species:S:1:pos:R:3 method="wB97M-V/def2-TZVPD" total_charge=0 homo_energy_ev=-8.38 energy_ha=-3500.1485 orbital_gap_ha=0.3130 multiplicity=1 smiles="O=C1O[C@@H](CCCI)[C@@](CCCI)(P(=O)(O)O)O1.CCOP(=O)(OCC)OCC.CCOP(=O)(OCC)OCC"
O 2.274 -2.052 4.879
C 2.473 -2.624 3.875
O 3.623 -2.651 3.127
C 3.089 -2.339 1.823
C 4.133 -2.514 0.728
C 3.842 -1.713 -0.557
C 4.311 -0.246 -0.447
I 2.692 1.086 0.005
C 1.719 -3.140 1.778
C 0.771 -2.268 0.932
C -0.709 -2.024 1.325
C -1.172 -2.258 2.763
I -1.895 -4.277 3.010
P 1.960 -4.856 1.125
O 0.843 -5.733 1.472
O 3.276 -5.490 1.793
O 2.128 -4.786 -0.468
O 1.582 -3.381 3.173
H 2.956 -1.255 1.916
H 5.056 -2.091 1.134
H 4.376 -3.552 0.510
H 2.784 -1.689 -0.809
H 4.383 -2.194 -1.373
H 4.757 0.098 -1.375
H 5.051 -0.113 0.338
H 1.233 -1.294 0.797
H 0.773 -2.699 -0.073
H -1.351 -2.613 0.671
H -0.943 -0.984 1.078
H -0.446 -2.038 3.538
H -2.052 -1.658 2.979
H 4.045 -5.419 1.214
H 2.000 -5.677 -0.823
O -3.922 0.607 3.883
P -4.695 1.773 4.370
O -5.091 2.620 3.040
C -5.936 2.014 2.059
C -7.363 1.849 2.550
O -3.494 2.705 4.979
C -2.280 2.110 5.445
C -1.174 2.302 4.430
O -5.798 2.362 5.371
C -5.796 3.696 5.904
C -6.133 4.775 4.901
H -5.520 1.050 1.755
H -5.919 2.668 1.188
H -7.411 1.155 3.393
H -8.001 1.457 1.758
H -7.770 2.800 2.893
H -2.426 1.054 5.666
H -2.019 2.606 6.382
H -1.504 2.026 3.429
H -0.304 1.698 4.693
H -0.869 3.349 4.386
H -4.864 3.909 6.420
H -6.568 3.684 6.676
H -5.305 4.957 4.217
H -6.333 5.708 5.432
H -7.011 4.510 4.314
O 1.719 0.008 -3.617
P 2.291 0.609 -4.843
O 1.021 1.020 -5.767
C 0.104 2.007 -5.286
C 0.715 3.397 -5.260
O 2.792 -0.736 -5.635
C 3.131 -1.922 -4.914
C 2.019 -2.946 -5.017
O 3.403 1.547 -5.511
C 3.961 1.356 -6.822
C 3.017 1.669 -7.960
H -0.256 1.727 -4.293
H -0.751 1.992 -5.962
H 1.543 3.449 -4.549
H -0.027 4.138 -4.964
H 1.112 3.667 -6.238
H 3.353 -1.693 -3.872
H 4.045 -2.317 -5.364
H 1.051 -2.499 -4.796
H 2.191 -3.775 -4.328
H 1.963 -3.344 -6.032
H 4.390 0.362 -6.923
H 4.802 2.050 -6.865
H 2.262 0.894 -8.076
H 3.583 1.720 -8.891
H 2.511 2.620 -7.803



2.
29
Properties=species:S:1:pos:R:3 method="wB97M-V/def2-TZVPD" total_charge=-1 homo_energy_ev=-7.29 energy_ha=-1036.1443 de_lowest_ev=1.485 orbital_gap_ha=0.3742 multiplicity=1
B 0.514 6.841 -24.032
F -0.305 8.004 -23.844
F 1.821 7.209 -24.353
F 0.526 6.017 -22.860
F 0.030 6.059 -25.075
O -1.165 9.301 -21.860
H -0.927 9.038 -22.764
H -1.865 8.688 -21.675
O 2.544 4.737 -25.278
H 3.321 5.114 -24.830
H 2.032 5.559 -25.402
O 0.712 6.829 -20.487
H 0.755 6.902 -21.428
H 0.643 5.871 -20.230
O 2.406 9.112 -22.424
H 2.001 9.054 -23.270
H 3.032 8.428 -22.298
O 2.884 5.019 -21.972
H 2.157 5.335 -22.435
H 3.619 5.408 -22.463
O -1.673 4.653 -22.017
H -1.679 4.742 -21.074
H -0.826 5.020 -22.203
O -0.053 3.223 -24.647
H 0.650 3.871 -24.795
H 0.301 2.339 -24.764
O -2.758 6.610 -23.794
H -3.601 7.031 -24.062
H -2.054 6.997 -24.328



3.
17
Properties=species:S:1:pos:R:3 method="wB97M-V/def2-TZVPD" total_charge=+1 homo_energy_ev=-15.67 energy_ha=-251.2251 de_lowest_ev=1.232 orbital_gap_ha=0.4494 multiplicity=1
C -0.354 -0.690 1.055
C 0.411 0.716 1.017
C -0.491 1.891 0.908
N -0.872 -0.902 -0.319
H 0.377 -1.492 1.299
H -1.197 -0.649 1.702
H 1.054 0.748 0.173
H 0.990 0.824 1.999
H -1.469 1.852 1.368
H 0.072 2.651 1.425
H -0.729 2.139 -0.155
H -0.068 -0.719 -1.083
H -1.423 -1.831 -0.246
H -1.733 -0.274 -0.658
H 1.713 -1.572 -2.529
H 1.513 0.023 -2.410
O 1.201 -0.861 -2.067